# 1
76
Properties=species:S:1:pos:R:3:forces:R:3 method="wB97M-V/def2-TZVPD" homo_lumo_gap_ha=0.2569 de_lowest_kcal_mol=11.9 e_tot_ha=-7991.68210 charge=+1
Hf -0.254 0.616 -0.612 0.4 -1.2 -0.9
Br -7.170 -1.050 2.268 0.2 0.0 0.1
Br -0.248 2.629 1.809 0.9 0.2 -0.2
S -0.609 0.151 -3.289 -0.3 0.5 0.2
S 1.921 -0.987 -2.328 -0.4 0.2 0.0
O -2.386 0.306 -0.030 -0.3 0.7 -0.5
O 2.563 -5.422 3.084 0.5 -0.1 0.1
O 1.040 -1.022 -4.829 -0.5 0.2 -0.1
O -0.840 -0.130 1.420 0.1 -0.1 -0.3
O 0.555 -6.097 3.437 -0.1 -0.4 0.3
N -2.297 4.265 -2.631 0.2 0.0 0.2
N -1.543 2.545 -1.491 0.3 -0.3 0.1
N -0.846 -1.780 -0.808 0.1 0.1 0.1
N 1.370 -5.379 2.910 -0.3 0.1 0.0
N 1.389 -1.013 0.552 -0.1 0.4 0.2
C -2.543 -3.406 -1.297 0.2 -0.2 0.2
C -4.411 -0.623 1.745 0.0 -0.1 0.0
C -0.316 -4.737 1.340 0.5 -0.1 0.5
C -0.309 -2.632 0.090 -0.2 -0.5 0.2
C 1.974 2.174 -2.074 -0.3 -0.1 0.2
C 2.241 -1.656 -5.246 0.5 -0.3 -0.1
C -0.893 -3.891 0.361 0.2 0.6 -0.3
C 2.664 -2.725 2.361 0.2 0.3 -0.1
C 3.703 3.905 2.310 0.1 0.1 -0.2
C 3.487 3.242 -0.002 -0.4 -0.1 0.1
C -1.921 -2.168 -1.475 -0.1 0.0 -0.1
C -2.061 -0.132 1.105 -0.5 -0.4 0.8
C 2.507 -0.666 1.160 0.1 0.2 -0.1
C 1.490 -3.144 1.711 0.0 0.3 -0.2
C 1.446 2.043 -0.798 0.6 0.6 -0.1
C 2.383 3.492 2.548 -0.5 -0.2 -0.1
C -3.528 -1.765 4.129 0.0 0.0 0.0
C -0.191 4.676 -1.403 0.1 0.0 -0.1
C -2.031 -4.276 -0.366 0.0 0.4 -0.1
C 0.885 -2.242 0.796 0.2 -0.5 0.3
C 2.182 2.704 0.238 0.1 0.0 -0.1
C -3.054 -0.671 2.047 -0.1 -0.1 0.2
C -4.883 -1.717 3.846 -0.1 0.1 -0.2
C 3.211 2.779 -2.346 0.2 0.1 0.2
C -2.612 -1.234 3.242 0.0 0.0 -0.2
C -5.313 -1.138 2.658 -0.2 0.0 -0.1
C -3.198 3.257 -2.821 -0.2 -0.6 0.0
C -1.318 3.809 -1.825 0.5 0.2 0.2
C 3.987 3.240 -1.320 -0.1 -0.1 -0.3
C 3.181 -1.488 2.063 -0.2 -0.4 0.1
C -2.722 2.198 -2.113 -0.5 0.2 -0.3
C 0.840 -4.396 1.969 -0.9 0.2 -0.9
C 4.228 3.821 1.052 -0.1 0.0 0.2
C 1.659 2.929 1.534 -0.2 0.2 0.2
C 0.856 -0.680 -3.575 0.2 -0.3 0.4
H 1.416 1.798 -2.925 0.1 0.0 0.1
H 4.089 -1.147 2.531 0.1 0.1 0.0
H 5.203 4.234 0.838 0.1 0.0 0.0
H 4.976 3.631 -1.507 0.1 0.1 0.0
H 1.962 -2.367 -6.023 0.0 0.1 0.1
H -3.187 -2.214 5.048 0.0 -0.1 0.1
H -2.340 5.183 -3.050 0.1 -0.1 0.2
H -0.477 5.722 -1.474 -0.1 0.1 0.0
H 2.919 -0.906 -5.663 -0.1 -0.1 0.1
H 3.151 -3.382 3.067 0.0 0.1 -0.1
H -0.809 -5.665 1.586 0.1 -0.1 0.0
H -5.602 -2.131 4.536 -0.1 0.0 0.0
H -2.478 -5.243 -0.186 -0.1 -0.1 0.0
H -4.082 3.373 -3.414 -0.1 0.0 -0.1
H -3.409 -3.658 -1.887 -0.1 0.0 -0.1
H 3.562 2.836 -3.366 0.1 0.0 -0.1
H -1.553 -1.259 3.447 0.1 0.0 0.1
H 1.929 3.655 3.512 -0.1 0.0 0.1
H 2.722 -2.160 -4.405 -0.1 0.0 -0.2
H -4.737 -0.200 0.808 -0.1 0.1 0.0
H 2.902 0.314 0.925 0.0 0.1 0.0
H 0.102 4.463 -0.379 0.0 0.0 0.0
H -2.312 -1.464 -2.199 0.0 0.0 0.1
H 0.677 4.513 -2.043 0.0 0.0 0.0
H -3.149 1.221 -2.001 -0.1 0.0 0.0
H 4.263 4.345 3.119 0.1 0.1 0.1

# 2
61
Properties=species:S:1:pos:R:3:forces:R:3 method="wB97M-V/def2-TZVPD" multiplicity=3 homo_lumo_gap_ha="0.2055 / 0.2028" de_lowest_kcal_mol=0.0 e_tot_ha=-11049.13520 s_squared=2.014
W -0.467 -1.957 0.576 -1.7 -1.1 0.5
Br -2.211 -1.088 -1.215 0.1 0.0 0.3
Br -2.311 -2.800 3.469 -0.3 0.0 -0.1
As 1.311 -5.594 0.797 0.4 -0.1 -0.2
Cl 6.450 -1.735 -1.958 -0.1 0.0 0.0
S 0.383 -3.833 1.863 -0.5 0.5 -0.1
S 2.785 -4.987 -0.559 -0.1 -0.1 0.1
S 0.541 1.184 -0.239 0.1 0.4 0.0
S -1.176 -3.959 -1.112 -0.1 0.1 0.2
S -0.542 -5.773 -0.723 -0.1 0.1 0.1
O 0.739 -1.957 -0.849 1.5 -0.1 -1.8
N 1.238 -1.168 1.593 -0.7 0.0 0.4
N -0.510 3.384 -1.230 -0.3 -0.1 -0.2
N -0.553 1.486 -2.614 -0.1 0.1 -0.2
N -1.179 -0.314 1.864 0.7 -0.6 0.4
C 0.016 0.446 5.277 -0.1 0.1 0.1
C -0.837 0.434 4.150 0.0 0.1 -0.1
C -0.404 -0.190 2.975 0.4 0.1 0.2
C -2.119 1.014 4.119 -0.1 0.1 0.1
C 2.029 -1.878 -1.097 -0.1 -0.1 0.3
C -2.341 0.268 1.856 -0.8 0.4 -0.1
C 2.467 -1.233 1.229 0.6 0.3 -0.2
C 2.495 -2.102 -2.389 0.1 0.0 -0.3
C 1.704 -0.698 3.988 0.3 -0.2 0.3
C -1.712 1.715 -3.485 0.2 -0.1 0.0
C 3.842 -2.056 -2.644 0.0 0.0 0.0
C 4.746 -1.775 -1.611 0.1 0.0 -0.1
C -2.370 -2.768 1.473 0.3 -0.1 0.6
C 0.904 -0.708 2.890 -0.2 0.2 -0.1
C 1.245 -0.131 5.199 0.2 -0.1 -0.1
C -2.848 0.958 2.970 -0.1 0.1 -0.1
C -0.826 4.436 -2.196 0.0 -0.1 0.1
C 2.923 -1.562 -0.070 0.3 -0.1 0.0
C -1.307 1.807 -4.948 0.0 0.0 0.0
C -2.246 4.982 -2.053 0.0 0.0 0.0
C 4.302 -1.528 -0.344 0.1 0.0 0.2
C -0.245 2.079 -1.446 0.1 0.0 0.1
H -2.901 0.191 0.934 -0.1 -0.1 0.1
H -2.336 5.594 -1.154 0.0 0.0 0.0
H -0.112 5.245 -2.038 0.1 0.0 -0.1
H 4.219 -2.262 -3.638 0.0 0.0 0.0
H -0.721 0.932 -5.236 0.0 0.0 0.0
H -0.707 2.698 -5.144 0.0 -0.1 0.0
H -2.972 4.171 -1.979 0.0 0.0 0.0
H -3.287 -2.232 1.265 0.0 0.3 -0.1
H -3.827 1.410 2.901 0.0 0.0 0.0
H 2.683 -1.159 3.951 0.0 0.1 0.1
H -2.236 2.608 -3.170 -0.1 0.1 0.1
H -2.509 1.503 5.006 0.0 0.0 -0.1
H -2.544 -3.809 1.249 0.0 -0.2 -0.1
H -0.260 3.677 -0.300 0.1 0.0 0.0
H -2.395 0.876 -3.340 0.0 0.0 0.0
H 3.223 -0.949 1.956 0.1 0.1 0.0
H 1.888 -0.154 6.069 0.0 0.0 0.0
H 1.781 -2.353 -3.162 0.0 0.0 0.0
H -0.649 4.049 -3.195 0.0 0.0 0.0
H -0.225 0.532 -2.636 0.0 -0.1 0.1
H -0.328 0.902 6.199 0.0 0.0 -0.1
H -2.196 1.841 -5.582 0.1 0.0 0.0
H -2.506 5.603 -2.914 0.0 0.0 0.1
H 5.005 -1.309 0.451 0.0 0.0 -0.1

# 3
19
Properties=species:S:1:pos:R:3:forces:R:3 method="wB97M-V/def2-TZVPD" homo_lumo_gap_ha=0.3441 de_lowest_kcal_mol=75.1 e_tot_ha=-310.93953
O 1.222 -1.094 -0.043 -0.6 0.3 -0.1
C -1.624 -1.254 -0.356 -0.3 -0.5 0.1
C 2.467 -0.501 -0.401 0.0 0.0 0.0
C -1.397 1.240 -0.116 0.9 -0.7 0.4
C 0.414 -0.246 0.775 -1.1 3.8 -1.7
C 0.114 1.253 0.167 1.7 0.3 -0.1
C -1.210 -0.149 0.552 -0.2 -1.4 0.6
H -1.010 -1.223 -1.267 -0.2 0.0 0.2
H -1.708 1.253 -1.180 0.4 -0.4 0.6
H -1.642 -0.103 1.543 -0.5 -0.6 0.2
H -2.031 1.987 0.405 0.7 -0.6 0.0
H 3.175 -1.289 -0.688 -0.4 0.0 0.1
H 1.008 -0.030 1.676 -1.1 -0.7 0.5
H -2.674 -1.150 -0.635 0.0 -0.2 0.0
H 0.347 1.958 0.953 0.5 0.5 -0.3
H 2.908 0.064 0.437 -0.1 -0.1 -0.1
H 0.701 1.292 -0.727 0.5 1.0 -0.4
H 2.362 0.181 -1.257 0.0 -0.1 0.2
H -1.422 -2.187 0.161 -0.2 -0.4 -0.3

# 4
14
Properties=species:S:1:pos:R:3:forces:R:3 method="wB97M-V/def2-TZVPD" multiplicity=3 homo_lumo_gap_ha="0.2347 / 0.2421" de_lowest_kcal_mol=25.3 e_tot_ha=-808.05156 charge=+1 s_squared=2.029
Pd -0.417 0.469 0.089 1.2 -1.3 -2.0
O -0.274 -2.622 0.314 0.6 4.3 0.9
O 1.861 -1.568 2.460 -0.1 0.7 -1.7
O -0.230 2.423 -4.956 0.0 -0.2 2.9
O -0.354 0.806 3.223 0.6 -1.0 -3.5
O 2.652 0.215 -0.153 -0.6 0.5 0.1
O -3.458 0.035 -0.260 3.0 0.6 0.4
C 1.386 -1.091 1.459 -1.5 -0.8 0.2
C -0.244 2.318 -3.815 0.0 0.2 -2.9
C 0.128 -1.545 0.657 0.4 -6.1 0.5
C -2.344 0.249 -0.139 -3.6 -0.6 -1.1
C -0.274 0.624 2.091 -1.5 2.7 5.3
C 1.633 -0.050 0.388 2.4 0.0 0.0
H -0.066 -0.264 -1.357 -0.8 1.1 0.8

# 5
23
Properties=species:S:1:pos:R:3:forces:R:3 method="wB97M-V/def2-TZVPD" homo_lumo_gap_ha="0.3452 / 0.1805" de_lowest_kcal_mol=81.6 e_tot_ha=-1158.27664
S 2.674 -1.277 0.086 1.5 2.1 -2.2
F 3.795 0.716 1.539 -0.3 0.0 -0.6
F 4.677 0.687 -0.416 -0.3 -0.4 -0.3
F 2.663 1.577 -0.172 1.5 -2.1 0.5
O 3.379 -1.551 -1.167 -1.1 -0.5 -0.2
O 3.114 -1.980 1.231 0.0 -0.9 1.8
C -0.449 -0.112 -1.140 -0.1 -1.6 0.7
C -0.940 1.510 0.548 0.6 -0.6 1.1
C -1.957 0.201 -1.060 -0.1 1.7 -0.2
C -2.444 -0.903 -0.064 -2.5 1.6 2.2
C 3.551 0.539 0.230 -1.6 2.1 1.2
C -0.425 0.080 0.341 0.5 0.6 1.7
C -1.413 -0.828 1.103 1.4 0.0 -0.2
C -1.936 1.615 -0.355 1.7 -1.2 0.3
H -0.272 -1.151 -1.451 -0.1 0.2 0.1
H -2.463 -1.927 -0.380 -0.2 -0.3 -0.9
H -2.467 2.490 -0.695 -0.5 -0.1 0.4
H -0.620 2.044 1.495 -0.5 -0.1 -1.7
H -3.508 -0.597 0.372 2.1 -0.9 -1.1
H 0.301 0.506 -1.600 -0.4 0.7 -0.6
H -2.513 0.380 -1.946 -0.5 -0.8 -1.1
H -1.003 -1.772 1.554 -0.4 0.6 -1.0
H -1.745 -0.247 1.948 -0.4 0.0 0.3